The following is a quantum chemistry calculation of a cluster of 8 separate species, C19H48N2O12S3 in total in a non-equilibrium geometry, from OMol25.

Summary:
Energy above the lowest of the compared OMol25 structures with the same formula, charge and spin in eV: 0.000
E_HOMO in eV: -9.561
Strongest force on any atom in eV/A: 2.000
SMILES: CCOS(C)(=O)=O.CCOS(C)(=O)=O.CCOS(C)(=O)=O.CC#N.CC#N.CCO.CCO.CCO
Lowest unoccupied orbital energy in eV: -0.18

Each line ends with the Löwdin charge.
Geometry (Å):
C: -3.2580 1.3649 -1.0389  -0.027
C: -3.2100 0.1935 -0.0435  -0.260
O: -4.2712 0.3242 0.9277  -0.260
S: -5.6118 -0.4991 0.6919  0.602
C: -5.0924 -2.1988 1.1594  -0.097
O: -6.6039 -0.1077 1.6604  -0.282
O: -5.9482 -0.4525 -0.7135  -0.282
H: -3.3517 2.2293 -0.3797  0.075
H: -4.1317 1.3186 -1.6803  0.082
H: -2.3097 1.3795 -1.5680  0.066
H: -3.2940 -0.7532 -0.5822  0.106
H: -2.2620 0.1745 0.4865  0.085
H: -4.7818 -2.1754 2.1970  0.066
H: -4.3010 -2.4520 0.4634  0.042
H: -6.0032 -2.7698 1.0039  0.068
C: 1.3985 -0.4963 -0.5307  -0.044
C: 1.4378 0.0002 0.9233  -0.272
O: 0.4161 0.9701 1.0542  -0.256
S: 0.1956 1.6484 2.5251  0.656
C: -0.9087 0.3837 3.2146  -0.085
O: 1.4457 1.6324 3.2399  -0.286
O: -0.5530 2.8549 2.3051  -0.261
H: 1.3780 0.3222 -1.2460  0.072
H: 0.5218 -1.1340 -0.6641  0.072
H: 2.2417 -1.1635 -0.7155  0.075
H: 1.3154 -0.8951 1.5385  0.099
H: 2.4083 0.4590 1.1203  0.119
H: -1.6987 0.0360 2.5545  0.051
H: -1.2710 0.7659 4.1658  0.082
H: -0.2976 -0.5043 3.3841  0.042
C: 3.9348 -4.0924 -7.4769  -0.065
C: 3.4695 -3.4666 -6.1825  -0.283
O: 3.7280 -4.3385 -5.0728  -0.268
S: 2.5064 -4.7664 -4.0943  0.602
C: 2.3084 -3.2180 -3.2100  -0.119
O: 1.3735 -5.0499 -4.9284  -0.279
O: 3.0116 -5.7563 -3.1817  -0.272
H: 3.2103 -4.7590 -7.9482  0.081
H: 4.7877 -4.7549 -7.3110  0.084
H: 4.2653 -3.3410 -8.1922  0.078
H: 4.0904 -2.5845 -5.9983  0.121
H: 2.4344 -3.1238 -6.1885  0.112
H: 1.3888 -3.3434 -2.6380  0.068
H: 2.1714 -2.4316 -3.9450  0.064
H: 3.1688 -3.1339 -2.5555  0.072
C: 2.8784 -1.0103 4.6349  -0.063
C: 3.6115 -2.1302 4.0512  -0.291
N: 4.1986 -2.9722 3.5463  0.131
H: 3.2100 -0.7112 5.6235  0.088
H: 1.8364 -1.3380 4.6683  0.070
H: 2.9246 -0.1727 3.9406  0.054
C: 4.4303 3.4240 2.7568  -0.065
C: 3.5404 4.4446 2.1867  -0.281
N: 2.8363 5.2115 1.7034  0.133
H: 3.8113 2.6599 3.2217  0.053
H: 5.0961 3.8964 3.4752  0.081
H: 5.0309 2.9706 1.9709  0.081
C: -2.7247 5.7192 2.5015  -0.088
C: -3.0881 4.9999 1.2217  -0.304
O: -1.9540 4.5353 0.5035  -0.110
H: -3.5822 6.2605 2.9048  0.074
H: -1.8896 6.4054 2.3424  0.081
H: -2.3689 5.0481 3.2890  0.066
H: -3.6013 5.6879 0.5446  0.118
H: -3.7379 4.1436 1.4597  0.112
H: -1.5025 3.8999 1.0886  0.038
C: 0.0446 2.3447 -3.5747  -0.090
C: -0.0553 3.0341 -2.2343  -0.333
O: -1.3238 3.6921 -2.1880  -0.096
H: -0.6555 1.5263 -3.7420  0.068
H: 1.0225 1.8813 -3.7432  0.066
H: -0.0974 3.1165 -4.3305  0.077
H: 0.7659 3.7270 -2.0077  0.116
H: 0.0203 2.3717 -1.3548  0.085
H: -1.3597 4.0762 -1.2951  0.045
C: 0.0776 -3.5591 2.4664  -0.069
C: -1.3451 -3.0420 2.5533  -0.287
O: -1.6428 -2.2235 1.4119  -0.116
H: 0.3382 -3.9841 1.4937  0.083
H: 0.2573 -4.4164 3.1219  0.084
H: 0.7931 -2.7704 2.7014  0.043
H: -1.5695 -2.4219 3.4190  0.104
H: -2.0703 -3.8638 2.5243  0.115
H: -1.6040 -2.7564 0.6128  0.087


The following is a quantum chemistry calculation of a cluster of 2 separate species, C3H5BCl3O2P in total in a non-equilibrium geometry, from OMol25.

Summary:
Energy above the lowest of the compared OMol25 structures with the same formula, charge and spin in eV: 5.244
E_HOMO in eV: -7.969
Strongest force on any atom in eV/A: 4.919
Lowest unoccupied orbital energy in eV: 0.11

Each line ends with the Löwdin charge.
Geometry (Å):
B: -1.9159 0.0579 -0.2065  -0.471
C: -0.0416 -1.0624 -0.8898  -0.419
C: -0.1917 1.2568 0.6831  -0.406
C: -4.5382 0.0150 0.0080  -1.674
O: -1.3246 -0.7017 -1.0559  0.103
O: -1.5219 0.9051 0.7266  0.066
P: 0.9037 -0.2263 0.5083  1.004
Cl: -5.1768 1.3928 -0.7821  0.504
Cl: -5.0704 -1.5288 -0.6709  0.468
Cl: -4.9162 0.1722 1.7071  0.478
H: -0.1307 -2.1720 -0.8978  0.120
H: 0.5826 -0.9326 -1.8152  0.101
H: 0.1165 2.0295 0.0703  0.072
H: -0.0318 1.6621 1.6639  0.097
H: 0.1137 -0.8359 1.4691  -0.042


The following is a quantum chemistry calculation of a cluster of 3 separate species, C14H26BrNO9S3 in total, from OMol25.

Summary:
E_HOMO in eV: -10.024
Strongest force on any atom in eV/A: 0.967
Lowest unoccupied orbital energy in eV: 0.24

Each line ends with the Löwdin charge.
Geometry (Å):
C: -2.6374 -3.1827 -1.6926  -0.138
C: -2.2654 -2.3206 -0.4960  -0.742
Br: -2.4915 -3.3024 1.1587  0.746
C: -0.8379 -1.8587 -0.6645  -0.295
O: -0.3500 -1.2915 0.5742  -0.378
S: 1.1650 -0.7714 0.4939  0.984
O: 1.5563 -0.6756 1.8741  -0.380
O: 0.9545 0.8168 -0.0548  -0.238
C: -0.2758 1.3797 0.2515  -0.336
C: -0.6689 1.6436 1.5533  -0.002
C: -1.9244 2.1727 1.8104  -0.120
N: -2.8020 2.4556 0.8454  0.066
C: -2.3937 2.2275 -0.3972  -0.139
C: -1.1639 1.6969 -0.7660  -0.004
H: -3.6152 -3.6199 -1.5288  0.071
H: -1.9055 -3.9744 -1.8228  0.080
H: -2.6684 -2.5630 -2.5867  0.087
H: -2.9198 -1.4564 -0.4605  0.095
H: -0.2055 -2.7007 -0.9387  0.121
H: -0.7974 -1.0926 -1.4384  0.122
H: 0.0004 1.4255 2.3711  0.116
H: -2.2088 2.3415 2.8367  0.108
H: -3.0878 2.4730 -1.1898  0.108
H: -0.8998 1.5417 -1.7995  0.106
O: 2.2761 -5.4496 6.1991  -0.277
S: 3.3077 -4.5120 6.5231  0.561
O: 3.0127 -3.3682 7.3279  -0.275
O: 4.0180 -4.0496 5.1820  -0.267
C: 3.1851 -3.5202 4.1211  -0.243
C: 2.7098 -2.1084 4.3840  -0.069
C: 4.6833 -5.3613 7.2180  -0.125
H: 2.3481 -4.1984 3.9473  0.115
H: 3.8156 -3.5437 3.2341  0.121
H: 2.0235 -2.0743 5.2299  0.076
H: 2.1928 -1.7192 3.5029  0.037
H: 3.5525 -1.4574 4.6202  0.090
H: 4.9225 -6.2162 6.5922  0.073
H: 4.3880 -5.6875 8.2125  0.076
H: 5.5222 -4.6738 7.2810  0.074
O: -0.7529 2.7348 -6.4955  -0.271
S: -0.8859 3.3788 -5.2254  0.561
O: -1.9848 3.0673 -4.3625  -0.286
O: -0.8142 4.9497 -5.4359  -0.263
C: -1.7298 5.5467 -6.3819  -0.247
C: -3.1419 5.6496 -5.8423  -0.073
C: 0.6140 3.2052 -4.3213  -0.122
H: -1.6979 4.9911 -7.3200  0.115
H: -1.3285 6.5391 -6.5754  0.121
H: -3.5877 4.6657 -5.7052  0.071
H: -3.7646 6.2121 -6.5380  0.082
H: -3.1468 6.1503 -4.8744  0.086
H: 1.4467 3.4688 -4.9668  0.075
H: 0.6853 2.1638 -4.0156  0.071
H: 0.5741 3.8520 -3.4486  0.077


The following is a quantum chemistry calculation of a structure of composition C29H48Cl2NOPTi in a non-equilibrium geometry, from OMol25.

Summary:
Net charge: -1
E_HOMO (spin up / spin down) in eV: -2.032 / -2.349
Multiplicity: 2
Strongest force on any atom in eV/A: 4.607
Lowest unoccupied orbital energy (spin up / spin down) in eV: 2.23 / 2.21

Each line ends with the Löwdin charge.
Geometry (Å):
P: -0.1591 1.0086 -1.4024  1.038
C: -1.7921 0.3225 -1.9201  -0.456
C: -2.3357 1.0937 -3.1336  -0.222
C: -3.7770 0.6529 -3.4028  -0.212
C: -3.9193 -0.8681 -3.5163  -0.210
C: -3.2886 -1.6586 -2.3637  -0.200
C: -1.8497 -1.2132 -2.0714  -0.197
C: 1.2465 0.1741 -2.2095  -0.463
C: 1.1678 0.5139 -3.7003  -0.235
C: 2.5031 0.1252 -4.3292  -0.218
C: 2.8907 -1.3292 -4.0435  -0.207
C: 2.8041 -1.7417 -2.5651  -0.199
C: 1.4717 -1.3323 -1.9240  -0.187
C: -0.0844 2.8617 -1.3847  -0.466
C: -1.2080 3.3612 -0.4558  -0.245
C: -1.1618 4.8846 -0.4117  -0.211
C: 0.2053 5.4458 -0.0040  -0.207
C: 1.3687 4.7922 -0.7582  -0.213
C: 1.2768 3.2731 -0.7951  -0.242
H: -2.4482 0.5388 -1.0527  0.064
H: -1.7030 0.8978 -4.0088  0.100
H: -2.2962 2.1746 -2.9447  0.093
H: -4.1382 1.1396 -4.3113  0.097
H: -4.4128 1.0287 -2.5962  0.109
H: -4.9750 -1.1442 -3.6257  0.100
H: -3.4176 -1.1837 -4.4387  0.106
H: -3.8910 -1.5598 -1.4530  0.113
H: -3.2928 -2.7280 -2.5996  0.105
H: -1.4856 -1.6796 -1.1429  0.092
H: -1.2011 -1.5492 -2.8940  0.097
H: 2.1526 0.6649 -1.7999  0.102
H: 3.2693 0.7962 -3.9306  0.107
H: 0.9716 1.5868 -3.8415  0.102
H: 0.3389 -0.0379 -4.1642  0.103
H: 2.4647 0.3167 -5.4024  0.097
H: 3.8996 -1.5274 -4.4246  0.099
H: 2.2112 -1.9804 -4.6051  0.107
H: 2.9511 -2.8236 -2.4651  0.107
H: 3.6233 -1.2832 -1.9947  0.111
H: 1.4845 -1.4904 -0.8359  0.083
H: 0.6632 -1.9494 -2.3313  0.095
H: -0.2060 3.3537 -2.3783  0.109
H: -2.1980 3.0238 -0.7920  0.100
H: -1.0564 2.9139 0.5398  0.064
H: -1.3881 5.2240 -1.4282  0.105
H: -1.9518 5.2754 0.2338  0.103
H: 0.3498 5.3207 1.0764  0.110
H: 0.2164 6.5245 -0.1980  0.098
H: 2.3266 5.1082 -0.3390  0.103
H: 1.3518 5.1317 -1.7992  0.105
H: 2.1152 2.8556 -1.3678  0.102
H: 1.3429 2.8422 0.2165  0.050
Ti: -0.1630 -0.3756 2.3369  0.207
Cl: 1.7481 0.5744 1.4832  -0.006
Cl: -2.0741 0.6627 1.6737  0.020
C: -0.5128 -2.0762 1.4847  -0.288
H: -1.5146 -2.1783 1.0024  -0.002
C: 0.3539 -3.2259 1.3672  -0.370
C: 1.7721 -3.1654 1.4284  -0.100
C: 2.5184 -4.3440 1.3806  -0.130
C: 1.8764 -5.5874 1.2457  -0.156
C: 0.4772 -5.6432 1.1455  -0.139
C: -0.2690 -4.4846 1.1832  -0.094
H: 2.2660 -2.1898 1.5232  0.056
H: 3.6090 -4.3005 1.4648  0.086
H: -0.0317 -6.6051 1.0557  0.085
H: -1.3604 -4.5011 1.1166  0.099
H: 2.4626 -6.5034 1.2329  0.070
C: 0.0979 -0.0181 7.5960  -0.053
N: -0.2699 0.1604 6.2178  -0.141
C: -1.4290 0.9778 5.7744  -0.002
C: 0.3989 -0.4919 5.3073  -0.436
C: 1.6647 -1.2392 5.3917  0.012
O: -0.1542 -0.5392 4.1245  -0.224
H: -0.5981 0.4598 8.2790  0.084
H: 1.0981 0.3668 7.7800  0.087
H: 0.1234 -1.0799 7.8311  0.090
H: -1.0928 1.8262 5.1580  0.100
H: -2.1223 0.3848 5.1642  0.090
H: -1.9645 1.3685 6.6400  0.080
H: 1.5230 -2.2153 4.8953  0.108
H: 2.4620 -0.7267 4.8181  0.103
H: 2.0748 -1.4379 6.3881  0.073


The following is a quantum chemistry calculation of a structure of composition C3H4O4V in a non-equilibrium geometry, from OMol25.

Summary:
Net charge: +1
Energy above the lowest of the compared OMol25 structures with the same formula, charge and spin in eV: 0.227
E_HOMO (spin up / spin down) in eV: -13.522 / -13.673
Multiplicity: 5
Strongest force on any atom in eV/A: 6.271
Lowest unoccupied orbital energy (spin up / spin down) in eV: -5.88 / -5.96

Each line ends with the Löwdin charge.
Geometry (Å):
O: -1.3757 0.1070 -0.8491  0.025
C: -0.9183 -0.0324 -2.1179  -0.657
C: -0.5131 0.5253 0.2224  -0.148
O: 0.1539 0.6018 -2.4089  -0.126
O: -1.3110 -1.0505 -2.6838  0.139
C: 0.6189 -0.3780 0.5125  0.013
H: -1.1631 0.5436 1.1051  0.155
H: -0.1903 1.5568 0.0174  0.137
H: 0.6145 -1.3304 1.0357  0.147
O: 1.9042 -0.0214 -0.0113  -0.135
H: 2.6113 -0.5411 0.3930  0.149
V: 1.9202 0.7757 -1.7768  1.299